# 1
Here is one molecule with the formula C7H7ClN4O2 in a non-equilibrium geometry from the Open Molecules 2025 dataset. Energies are from ωB97M-V with the def2-TZVPD basis set.

XYZ file:
```
21
Properties=species:S:1:pos:R:3
C 0.42574 2.79502 0.12133
C 0.36585 2.07382 1.26870
C 0.94731 2.26794 -1.03004
C 0.50292 0.74243 1.19238
C 1.22120 0.94315 -1.05567
C 0.94074 0.09383 0.05341
C 0.37440 -2.23625 0.01389
N 1.07382 -1.28281 -0.09693
N 0.58001 -3.49966 -0.42757
N -2.80957 -0.64930 0.84461
N -1.81310 -1.08435 0.12056
O -1.10180 -2.10006 0.59016
O -1.50132 -0.72735 -0.97783
Cl -3.66652 0.55798 -0.09603
H 0.17894 3.78617 0.20785
H 0.00571 2.57442 2.19952
H 0.97657 2.83649 -1.92271
H 0.56222 0.12314 2.05294
H 1.54872 0.55254 -2.02892
H 1.40961 -3.70153 -0.87929
H -0.22143 -4.06563 -0.15035
```

Summary:
2S+1 = 3
charge = 0
HOMO level (alpha / beta) = -0.204 / -0.326 Ha
molar mass = 214.61 g mol⁻¹

These are the natural (NBO) partial charges, in e, on atoms 1 to 4: number 1, C, carries -0.203; number 2, C, carries -0.195; number 3, C, carries -0.205; number 4, C, carries -0.260

---

# 2
Here is one molecule with the formula C7H7ClOS in a non-equilibrium geometry from the Open Molecules 2025 dataset. Energies are from ωB97M-V with the def2-TZVPD basis set.

XYZ file:
```
17
Properties=species:S:1:pos:R:3
C -2.24910 -2.21629 -0.20096
C -1.10005 -1.31675 0.12183
C -0.27480 -1.31589 1.29264
C 0.68235 -0.40937 1.24810
C 0.73064 0.37732 0.07462
C 1.78963 1.39312 -0.22885
O 2.83883 1.31512 0.22199
C 1.31206 2.73834 -1.00823
Cl 0.79018 2.41835 -2.60826
S -0.51021 -0.19915 -0.99080
H -2.52689 -2.75205 0.79368
H -1.93604 -2.65313 -0.99366
H -3.19167 -1.50934 -0.31228
H -0.44234 -2.16315 1.70500
H 1.39342 -0.22772 2.20188
H 0.62955 3.12726 -0.52025
H 2.06447 3.39332 -0.79644
```

Summary:
structure (SMILES) = Cc1ccc(C(=O)CCl)s1
charge = 0
HOMO level = -0.319 Ha
molar mass = 174.65 g mol⁻¹

These are the natural (NBO) partial charges, in e, on atoms 1 to 4: number 1, C, carries -0.626; number 2, C, carries -0.175; number 3, C, carries -0.311; number 4, C, carries -0.160